100
Properties=species:S:1:pos:R:3:forces:R:3:lowdin_charge:R:1 method="wB97M-V/def2-TZVPD" lumo_ev=-7.5 total_energy_ha=-5127.4807 fmax_ev_per_a=4.72 total_charge=+2 orbital_gap_ev=5.62 spin_multiplicity=1 homo_energy_ev=-13.11 relative_energy_ev=3.899
W 0.78104 0.24403 -0.30546 4.1 -2.0 -1.3 1.694
Br 2.57918 0.60408 -2.13436 -0.3 -0.2 0.0 0.365
O -0.62936 1.10956 -1.71896 -0.4 0.0 -1.4 -0.054
O -0.63124 -0.66163 0.27758 -2.2 -0.9 1.4 -0.343
O 1.24765 1.84828 0.25206 -0.2 0.7 0.9 -0.354
O 5.67626 -1.50091 2.14724 0.1 0.1 -0.1 0.116
N -1.34833 1.86554 1.11546 0.0 0.1 0.0 0.147
N -1.26777 -0.84106 -2.70818 -0.5 -1.1 -1.2 0.090
N 1.65819 -1.32965 1.43166 0.2 0.7 -0.4 -0.012
N 1.12887 -2.18038 -1.70469 0.1 -0.2 0.0 0.062
C 2.74259 -3.91152 -2.12964 -0.1 -0.2 -0.2 0.017
C -0.95770 -2.17265 -2.99319 -0.2 0.3 0.2 0.000
C -1.88979 -2.89812 -3.76186 0.1 0.0 0.1 -0.117
C -2.53402 -2.29539 4.41810 -0.1 0.0 0.0 -0.053
C -2.59708 1.39805 1.20776 -0.2 0.0 0.0 -0.244
C -1.87607 -1.03942 0.87721 -0.8 0.0 0.2 -0.347
C 2.65178 3.73713 0.74872 0.1 -0.4 0.0 -0.168
C 3.44576 -2.24930 2.67700 0.0 -0.1 0.0 0.034
C -0.86246 -0.46930 3.17746 -0.2 -0.1 -0.1 -0.048
C -2.78910 -4.85469 -0.92360 0.0 -0.1 0.0 -0.071
C 4.35782 -1.47364 1.94838 -0.4 0.1 -0.1 -0.296
C 1.12370 4.46167 -3.19811 0.1 -0.1 0.0 -0.053
C 5.25187 4.50427 1.37658 0.0 0.0 0.0 -0.064
C 2.50916 -0.56975 0.74004 -0.7 -0.5 -0.2 -0.398
C 4.40699 5.38046 0.71167 0.0 0.0 0.0 -0.050
C 1.54516 3.92092 -1.99431 -0.1 0.0 0.0 -0.076
C 0.70946 3.92207 -0.87781 0.2 -0.2 0.2 -0.166
C 3.87358 -0.61853 0.95783 0.2 0.4 -0.4 -0.030
C -1.06411 3.04142 1.67968 0.0 0.2 0.0 -0.260
C -2.60333 -2.11011 3.04581 0.0 0.0 -0.1 -0.012
C -2.25343 -2.37281 0.23232 0.2 0.1 -0.2 -0.174
C 2.31181 -2.72637 -1.52306 -0.1 0.1 0.2 -0.122
C -0.35365 -4.73794 -3.96642 -0.1 0.0 -0.1 0.017
C -1.61766 -1.58099 5.17240 0.0 0.0 0.1 -0.065
C -0.54590 4.51076 -0.99180 0.0 0.0 0.0 -0.017
C -0.79077 -0.65913 4.54940 0.0 0.0 0.0 -0.060
C 4.78617 3.25553 1.76153 0.0 0.0 0.0 -0.059
C -3.11742 -2.31553 -4.10065 0.2 0.3 0.1 0.085
C -0.96295 5.06520 -2.19479 0.0 0.0 0.0 -0.061
C -3.40261 -1.00854 -3.73723 -0.3 -0.2 -0.2 0.022
C 1.23074 3.28440 0.42272 -0.6 1.3 -0.1 -0.343
C 1.86154 -4.59441 -2.91815 0.2 0.0 0.2 0.031
C -0.13675 5.03005 -3.30568 0.0 0.0 0.0 -0.067
C -3.32699 3.32347 2.41730 0.1 0.0 -0.1 -0.016
C 0.27661 -2.78372 -2.58203 0.4 -0.2 0.0 -0.126
C -3.61167 2.09359 1.84536 0.0 0.0 0.1 0.006
C -1.26407 -3.35351 0.16900 -0.1 0.0 0.1 -0.026
C -2.45427 -0.28254 -3.08235 0.6 0.2 0.1 0.039
C 0.35942 3.56500 1.66637 -0.1 -0.5 -0.3 -0.026
C -2.03257 3.79970 2.33266 -0.1 0.0 0.0 -0.007
C -1.56481 -4.20722 -4.22242 0.0 -0.2 -0.1 0.005
C 3.48854 2.87854 1.45464 -0.1 0.0 0.0 -0.032
C -1.52767 -4.58615 -0.40573 0.0 0.1 0.1 -0.058
C -3.51460 -2.64886 -0.28081 0.0 0.1 -0.1 -0.034
C -0.34744 -0.05276 -2.05393 0.2 2.2 2.4 -0.409
C 3.10904 5.00319 0.40188 -0.1 -0.1 0.0 -0.018
C -2.90921 0.06532 0.57263 0.4 0.0 0.0 -0.038
C -1.75836 -1.20693 2.40716 0.4 -0.1 -0.2 -0.136
C -3.77878 -3.88781 -0.85462 -0.1 0.0 0.0 -0.065
C 0.59059 -4.04372 -3.15472 -0.3 0.4 0.0 -0.121
C 2.10234 -2.14411 2.39238 -0.1 0.0 0.1 -0.100
H -4.60812 1.67656 1.90327 0.0 0.0 0.0 0.122
H -3.00140 -5.82207 -1.36064 0.0 0.0 0.0 0.115
H 2.44943 5.68883 -0.11404 0.1 0.0 0.0 0.127
H -3.83270 -2.88488 -4.68104 0.0 0.0 0.0 0.147
H -3.19535 -3.00692 4.89447 0.0 0.0 0.0 0.114
H -4.34420 -0.54579 -3.99536 0.0 0.0 0.0 0.137
H -1.55597 -1.73123 6.24189 0.0 0.0 0.0 0.113
H 2.12671 -5.54287 -3.36727 0.0 0.0 0.0 0.136
H -0.75216 -5.34193 -0.43532 0.0 0.0 0.0 0.117
H -1.76631 4.75683 2.76129 0.0 0.0 0.0 0.127
H -0.46641 5.45973 -4.24259 0.0 0.0 0.0 0.111
H -1.93742 5.53282 -2.25324 0.0 0.0 0.0 0.110
H -0.28864 -3.14030 0.59022 0.0 0.0 0.0 0.112
H -4.09627 3.89436 2.91977 0.0 0.0 0.0 0.122
H -3.88096 -0.26481 0.93346 0.0 0.0 0.0 0.126
H 4.56692 -0.01603 0.38378 0.0 0.0 0.0 0.122
H 4.75866 6.36281 0.42613 0.0 0.0 0.0 0.114
H 5.43204 2.58129 2.30959 0.0 0.0 0.0 0.110
H -0.08431 -0.08089 5.13183 0.0 0.0 0.0 0.112
H 0.88488 3.12841 2.52170 0.0 0.0 0.0 0.142
H 0.34520 4.64221 1.82194 0.1 0.0 0.0 0.143
H 2.98321 -2.20915 -0.85062 0.0 0.0 0.0 0.083
H 6.26741 4.79855 1.60500 0.0 0.0 0.0 0.112
H 2.54599 3.52427 -1.91820 0.0 -0.1 0.0 0.087
H 3.74666 -4.27012 -1.95321 0.0 0.0 0.0 0.128
H -2.29543 -4.73546 -4.82057 0.0 0.0 0.0 0.135
H -0.07779 -5.70254 -4.37231 0.0 0.0 0.0 0.136
H -0.23040 0.26575 2.71451 0.2 0.1 -0.1 0.087
H -2.55385 0.76872 -2.84907 0.0 0.0 0.1 0.155
H -3.31754 -2.68060 2.46454 0.0 0.0 0.1 0.120
H 3.11447 1.91555 1.77634 0.1 0.0 0.0 0.097
H -4.77121 -4.09804 -1.23356 0.0 0.0 0.0 0.115
H 5.93097 -2.12816 2.83304 0.0 0.0 0.1 0.131
H -4.31213 -1.91879 -0.22676 0.0 0.0 0.0 0.114
H 1.79505 4.45435 -4.04707 0.0 0.0 0.0 0.114
H 1.35449 -2.71318 2.93298 0.1 0.0 0.0 0.124
H 3.78035 -2.92521 3.45473 0.0 0.0 0.0 0.128
H -2.97952 0.19411 -0.51161 -0.1 0.0 0.0 0.113
H -1.21832 4.57068 -0.15139 0.0 0.0 0.1 0.103

***

8
Properties=species:S:1:pos:R:3:forces:R:3:lowdin_charge:R:1 method="wB97M-V/def2-TZVPD" lumo_ev=0.2 total_energy_ha=-1471.1976 fmax_ev_per_a=2.65 orbital_gap_ev=10.56 spin_multiplicity=1 homo_energy_ev=-10.32 relative_energy_ev=0.442
Cl 0.81998 1.89341 0.49564 0.5 1.6 0.8 0.684
Cl 2.39905 -0.57763 -0.16665 -0.9 1.0 -0.1 0.547
S -1.83265 0.14226 -0.29163 -0.3 -0.4 -0.2 0.785
O -0.14739 -1.10026 1.35705 0.5 -0.6 0.1 0.047
C 0.84259 0.40545 -0.32307 1.1 -1.9 -1.4 -1.119
C -0.25324 -0.40841 0.40976 -1.1 1.0 -1.1 -0.917
H 0.70507 0.63013 -1.43959 0.0 -0.8 1.8 0.084
H -2.53340 -0.98495 -0.04150 0.3 0.2 0.2 -0.111

***

9
Properties=species:S:1:pos:R:3:forces:R:3:lowdin_charge:R:1 method="wB97M-V/def2-TZVPD" lumo_ev=0.4 total_energy_ha=-229.3105 fmax_ev_per_a=0.42 orbital_gap_ev=11.26 spin_multiplicity=1 homo_energy_ev=-10.88 relative_energy_ev=0.396
O -2.61111 -0.45375 -0.49872 0.4 0.0 0.0 -0.051
O 0.35360 -0.59738 0.82559 0.0 -0.1 -0.2 -0.046
O 2.59249 1.24470 0.30492 0.0 -0.1 -0.1 -0.074
H -0.49652 -0.45117 0.38989 -0.1 0.0 0.2 0.010
H -2.16875 -0.98490 -1.17128 -0.2 0.0 -0.1 0.044
H -2.40606 0.45951 -0.73147 -0.1 0.0 0.0 0.047
H 1.99353 0.48728 0.20643 0.0 0.2 0.2 -0.007
H 2.42720 1.80457 -0.45880 0.0 0.0 0.0 0.024
H 0.31561 -1.50886 1.13345 0.0 0.1 0.0 0.053

***

10
Properties=species:S:1:pos:R:3:forces:R:3:lowdin_charge:R:1 method="wB97M-V/def2-TZVPD" lumo_ev="-7.4 / -7.4" total_energy_ha=-1021.5925 fmax_ev_per_a=5.00 total_charge=+1 orbital_gap_ev="7.20 / 7.20" spin_multiplicity=1 homo_energy_ev="-14.57 / -14.57" relative_energy_ev=2.410
S -0.05807 -3.02480 2.00374 0.0 0.1 -0.2 1.018
S 1.67041 -0.76731 2.76416 -0.8 -0.1 -1.0 0.920
N -0.27555 0.48726 0.09300 2.4 -3.5 -0.1 0.152
N -0.62486 -1.91995 -0.29857 -1.0 -3.4 0.8 0.128
C 0.33668 -0.82056 0.20990 -3.0 3.8 1.3 -0.305
C -0.65576 -2.86497 0.43629 0.2 2.6 -1.3 -0.304
C 0.67872 -1.32533 1.65718 1.2 0.1 1.1 -0.930
H -0.80408 1.06844 0.66500 -1.1 0.1 2.0 0.096
H -0.13603 0.91509 -0.76829 0.5 0.6 -1.7 0.086
H 1.11273 -0.85925 -0.48379 1.7 -0.3 -0.8 0.139